Entry 1:
C29H44F3O16SY as an isolated structure in a non-equilibrium geometry, computed with ωB97M-V/def2-TZVPD.

Electronic energy: -83564.0742 eV
HOMO-LUMO gap: 0.169 Eh
Multiplicity: 1
Energy relative to the best compared isomer or geometry (same formula, charge and spin): 0.000 eV
Total charge: +2

Element x y z (Å)
Y1 4.69813 15.84433 15.59212
C1 6.93327 19.99686 14.34812
F1 7.80240 20.96316 14.49544
F2 5.70534 20.51996 14.36177
F3 7.17049 19.35934 13.21323
S1 7.04314 18.79816 15.80658
O1 8.46034 18.51039 15.91962
O2 6.49154 19.47582 16.95235
O3 6.25611 17.60312 15.42613
C2 5.19353 22.42173 18.08927
C3 5.32094 23.84054 17.57411
C4 6.77703 24.12017 17.66949
O4 7.11820 23.52704 18.93128
C5 6.37271 22.32370 19.11144
H1 5.28977 21.63756 17.32621
H2 4.23700 22.13679 18.53852
H3 4.75997 24.47260 18.27074
H4 4.80110 24.02725 16.63084
H5 7.12429 25.14974 17.68624
H6 7.34607 23.62514 16.87063
H7 5.97777 22.34186 20.12801
H8 6.94599 21.40222 18.98995
O5 3.51395 17.96105 15.57306
C6 2.91824 19.04300 15.62893
O6 2.53109 19.52180 16.78441
C7 1.79544 20.75007 16.54376
C8 1.29886 20.62369 15.13118
C9 2.46738 19.90231 14.48355
H9 2.44446 21.62882 16.58107
H10 0.95983 20.89722 17.22269
H11 1.13623 21.57467 14.62532
H12 0.34403 20.09635 15.09114
H13 3.24968 20.59117 14.16442
H14 2.18938 19.20890 13.68955
O7 4.79008 16.89904 17.84159
C10 4.83624 17.53455 18.88941
O8 5.28310 16.93750 19.95990
C11 5.24537 17.75375 21.13547
C12 5.15005 19.16126 20.55201
C13 4.39459 18.94760 19.24517
H15 6.11738 17.58188 21.75965
H16 4.35852 17.51778 21.72581
H17 6.11646 19.64125 20.41340
H18 4.56862 19.81568 21.20224
H19 4.70870 19.68524 18.51139
H20 3.30688 18.89446 19.31475
O9 1.19625 20.36943 10.05569
C14 2.35164 20.22106 10.29299
O10 2.90905 20.77225 11.40313
C15 4.25837 20.31890 11.54423
C16 4.71087 19.93073 10.12521
C17 3.41325 19.43664 9.53366
H21 4.28606 19.43848 12.19581
H22 4.90419 21.12242 11.88362
H23 5.46272 19.15644 10.25822
H24 4.97768 20.88258 9.67042
H25 3.11100 18.40810 9.77757
H26 3.34017 19.45128 8.44915
O11 6.74442 14.98707 14.90939
C18 7.88154 14.49463 14.90007
O12 8.86349 15.08522 15.50706
C19 10.07061 14.29240 15.46807
C20 9.57263 12.91390 15.13704
C21 8.36464 13.19926 14.24658
H27 10.59838 14.33513 16.41462
H28 10.67474 14.64586 14.62918
H29 9.24746 12.39368 16.04877
H30 10.25573 12.16283 14.74425
H31 7.62618 12.39884 14.25582
H32 8.73558 13.22184 13.21673
O13 11.33928 15.23551 20.58862
C22 10.51647 15.87848 20.01809
O14 10.80643 16.99323 19.33286
C23 9.61852 17.53415 18.75479
C24 8.55030 16.48584 18.80342
C25 9.02349 15.66614 20.05472
H33 9.87243 17.94925 17.77940
H34 9.32284 18.46568 19.25570
H35 8.46252 15.84848 17.92320
H36 7.59008 16.97458 18.95897
H37 8.56661 14.68365 19.99108
H38 8.60049 16.14279 20.94101
O15 10.38239 14.67339 10.88398
C26 10.57089 15.81615 11.20100
O16 11.78619 16.37232 11.10946
C27 11.71584 17.78933 11.38831
C28 10.32588 18.07444 12.00510
C29 9.60555 16.74243 11.91245
H39 11.83375 18.31723 10.44351
H40 12.50172 18.09914 12.07038
H41 9.79542 18.83658 11.44442
H42 10.49821 18.27666 13.06070
H43 8.64659 16.78400 11.39949
H44 9.46938 16.22350 12.86478

Charges per atom according to Löwdin partitioning, unit e: Y 2.103; C -0.668; F 0.196; F 0.123; F 0.151; S 0.551; O -0.263; O -0.272; O -0.445; C -0.182; C -0.178; C -0.186; O -0.124; C -0.186; H 0.072; H 0.098; H 0.125; H 0.115; H 0.131; H 0.122; H 0.114; H 0.097; O -0.065; C -0.416; O 0.087; C -0.099; C -0.120; C -0.054; H 0.136; H 0.145; H 0.142; H 0.137; H 0.129; H 0.139; O -0.043; C -0.432; O 0.065; C -0.091; C -0.117; C -0.048; H 0.138; H 0.141; H 0.116; H 0.133; H 0.088; H 0.144; O 0.151; C -0.484; O 0.006; C -0.198; C -0.134; C -0.075; H 0.106; H 0.124; H 0.116; H 0.132; H 0.134; H 0.134; O -0.084; C -0.404; O 0.082; C -0.079; C -0.135; C -0.030; H 0.147; H 0.145; H 0.131; H 0.142; H 0.134; H 0.147; O 0.150; C -0.503; O 0.058; C -0.173; C -0.144; C -0.042; H 0.107; H 0.135; H 0.094; H 0.086; H 0.121; H 0.126; O 0.109; C -0.503; O 0.050; C -0.117; C -0.134; C -0.085; H 0.128; H 0.126; H 0.115; H 0.113; H 0.124; H 0.102

Entry 2:
H8NaO4 as an isolated structure, computed with ωB97M-V/def2-TZVPD.

Electronic energy: -12732.6005 eV
HOMO-LUMO gap: 0.448 Eh
Multiplicity: 1
Energy relative to the best compared isomer or geometry (same formula, charge and spin): 0.146 eV
Total charge: +1

Element x y z (Å)
Na1 -0.31049 0.30922 -0.22873
O1 -1.19775 2.45149 -0.17826
H1 -1.67795 2.97795 0.46087
H2 -0.92938 3.07700 -0.85128
O2 0.03504 -0.72626 -2.42839
H3 -0.51837 -1.11995 -3.10291
H4 0.92911 -0.93288 -2.70077
O3 -0.98407 -0.67696 2.16472
H5 -0.75817 -0.08356 2.88102
H6 -1.17408 -1.51077 2.59470
O4 1.81802 -1.18566 0.38991
H7 2.18865 -1.79650 1.02689
H8 2.57944 -0.78311 -0.02773

Charges per atom according to Löwdin partitioning, unit e: Na 0.623; O -0.033; H 0.072; H 0.070; O -0.028; H 0.067; H 0.060; O -0.027; H 0.055; H 0.059; O -0.029; H 0.060; H 0.052